(1)
{
  "formula": "CHClF2OS",
  "method": "ωB97M-V with the def2-TZVPD basis set",
  "elements": ["C", "O", "F", "F", "S", "Cl", "H"],
  "xyz": [[0.6935, 0.0738, 0.2669], [-1.1344, -1.3065, -1.1600], [0.5998, 0.6195, 1.4587], [1.5386, -0.9618, 0.3212], [-1.0552, -0.5510, -0.0060], [-1.8400, 1.3110, -0.5065], [1.1976, 0.8150, -0.3743]],
  "lumo_energy_ev": -0.2006,
  "charge": 0,
  "homo_lumo_gap_ev": 10.31,
  "e_homo_ev": -10.5,
  "e_above_lowest_kj_mol": 0.0
}

---

(2)
{
  "formula": "CHClFNO2",
  "method": "ωB97M-V with the def2-TZVPD basis set",
  "elements": ["C", "N", "O", "O", "F", "Cl", "H"],
  "xyz": [[-0.0917, -0.1796, 0.5424], [0.1147, 0.4090, -0.8056], [0.4508, 1.5662, -0.8705], [-0.0616, -0.3826, -1.7156], [0.2534, 0.6823, 1.5087], [-1.6583, -0.8760, 0.7625], [0.9927, -1.2193, 0.5781]],
  "lumo_energy_ev": -0.8098,
  "charge": 0,
  "homo_lumo_gap_ev": 10.80,
  "e_homo_ev": -11.6,
  "e_above_lowest_kj_mol": 131.7
}

---

(3)
{
  "formula": "CHClN2O3",
  "method": "ωB97M-V with the def2-TZVPD basis set",
  "elements": ["O", "N", "O", "C", "N", "O", "Cl", "H"],
  "xyz": [[1.4620, 2.2430, -2.7632], [0.4401, 1.6396, -2.9536], [0.2494, 0.7270, -3.7202], [-0.6753, 2.0212, -2.2046], [-1.6423, 2.0136, -1.5577], [-2.5948, 2.1084, -0.8938], [1.6927, -0.8155, 1.1068], [0.4529, -1.1450, 1.1219]],
  "lumo_energy_ev": -1.3335,
  "charge": 0,
  "homo_lumo_gap_ev": 9.68,
  "e_homo_ev": -11.0,
  "e_above_lowest_kj_mol": 101.4,
  "smiles": "O=[N+]([O-])C#[N+][O-].Cl"
}

---

(4)
{
  "formula": "CHClN2O6PS2",
  "method": "ωB97M-V with the def2-TZVPD basis set",
  "elements": ["O", "C", "N", "S", "O", "O", "N", "S", "O", "O", "P", "O", "Cl", "H"],
  "xyz": [[2.3358, 2.5751, 0.8071], [2.4364, 1.7421, -0.1344], [2.7913, 0.7012, -0.8853], [1.7283, -0.5886, -0.2925], [2.4000, -1.0933, 0.9841], [1.7283, -1.6882, -1.3264], [0.2127, 0.1690, -0.0302], [-0.9717, -0.9227, 0.5678], [-0.8525, -2.3438, 0.0646], [-1.0807, -0.8432, 2.0854], [-2.8752, -0.1965, -0.2239], [-2.7950, 1.5372, -0.0611], [-2.8681, -0.7263, -2.2695], [-2.1898, 1.6781, 0.7143]],
  "lumo_energy_ev": 2.7519,
  "charge": -1,
  "homo_lumo_gap_ev": 8.72,
  "e_homo_ev": -6.0
}

---

(5)
{
  "formula": "CHClNO4PS",
  "method": "ωB97M-V with the def2-TZVPD basis set",
  "elements": ["C", "N", "O", "O", "O", "O", "P", "S", "Cl", "H"],
  "xyz": [[-0.4174, 0.5406, -0.6092], [-0.0428, 0.0856, 0.4159], [2.2726, 1.7504, 0.4626], [2.2254, -0.7723, 1.1097], [-0.8926, 0.9560, -1.5877], [1.2322, 0.9924, 2.6112], [1.7317, 0.6283, 1.2717], [-3.5279, -1.1033, -1.3628], [-3.3350, -2.4028, -2.9158], [0.7538, -0.6749, 0.6045]],
  "lumo_energy_ev": 5.7183,
  "charge": -2,
  "homo_lumo_gap_ev": 6.22,
  "e_homo_ev": -0.5,
  "e_above_lowest_kj_mol": 26.6
}

---

(6)
{
  "formula": "CHClO4S",
  "method": "ωB97M-V with the def2-TZVPD basis set",
  "elements": ["C", "O", "O", "O", "O", "S", "Cl", "H"],
  "xyz": [[-0.9525, 0.8416, -2.0205], [-0.3832, 0.7643, -2.9581], [-0.0627, 0.1278, 1.8093], [1.3325, 0.2435, -0.2077], [-1.4442, 0.9371, -0.9977], [0.3981, -0.6071, 0.4110], [1.6250, -2.1686, 1.3394], [-0.5129, -0.1385, 2.6243]],
  "lumo_energy_ev": -0.0960,
  "charge": 0,
  "homo_lumo_gap_ev": 10.70,
  "e_homo_ev": -10.8,
  "e_above_lowest_kj_mol": 57.2
}

---

(7)
{
  "formula": "CHCoLiO2",
  "method": "ωB97M-V with the def2-TZVPD basis set",
  "elements": ["H", "O", "C", "O", "Li", "Co"],
  "xyz": [[1.2109, 0.8308, 1.0389], [0.3542, 0.2646, 1.0345], [0.4693, -0.1523, -0.2478], [-0.6891, -0.1920, -0.7695], [0.4187, -0.9124, -2.0448], [-1.7641, 0.1613, 0.9887]],
  "lumo_energy_ev": [-17.3598, -20.5944],
  "charge": 3,
  "homo_lumo_gap_ev": [12.27, 9.81],
  "e_homo_ev": [-29.6, -30.4],
  "spin_multiplicity": 5,
  "e_above_lowest_kj_mol": 0.0
}

---

(8)
{
  "formula": "CHEuF3NO5S2",
  "method": "ωB97M-V with the def2-TZVPD basis set",
  "elements": ["O", "Eu", "H", "N", "S", "O", "O", "S", "O", "O", "C", "F", "F", "F"],
  "xyz": [[-0.2616, 0.9920, -0.3834], [1.9982, 1.0949, -1.1709], [2.8501, 1.1956, -3.8975], [0.0755, -0.4152, 1.7575], [1.1892, -1.4798, 0.9635], [2.1980, -0.4712, 0.3170], [1.8696, -2.1033, 2.1427], [-0.8481, 0.5051, 0.9234], [2.7190, 1.7338, -3.1153], [-1.4751, 1.5547, 1.7259], [-2.3125, -0.4724, 0.2936], [-1.9504, -1.2482, -0.7184], [-2.7803, -1.2329, 1.2729], [-3.2716, 0.3469, -0.1111]],
  "lumo_energy_ev": [-3.7818, -2.1119],
  "charge": 0,
  "homo_lumo_gap_ev": [5.23, 6.92],
  "e_homo_ev": [-9.0, -9.0],
  "spin_multiplicity": 7
}